Formula: C48H105FN2O16P
Source: the Open Molecules 2025 dataset
Level of theory: ωB97M-V/def2-TZVPD

XYZ file:
```
173
Properties=species:S:1:pos:R:3:forces:R:3:lowdin_charge:R:1
C 3.445 -4.667 4.021 -1.0407 1.8111 -1.1036 0.0083
C 2.736 -3.635 3.170 0.9378 -2.0525 1.5778 -0.0676
C 1.206 -3.964 2.711 1.1013 0.3109 -0.3475 -0.2448
O 1.126 -5.385 2.437 -2.4502 1.2332 -0.2480 -0.1339
C -0.277 -5.745 2.217 0.7338 -1.4885 -0.4462 -0.1089
C -0.760 -5.032 0.770 -0.1170 -2.8100 1.1020 -0.3211
C 0.148 -5.713 -0.342 0.4482 -1.6579 -1.8056 -0.0438
C 0.196 -5.134 -1.864 5.8193 4.0509 -4.5719 -0.1285
O 1.329 -4.555 -2.352 -8.4557 -4.3708 3.7284 0.0081
F -0.917 -5.223 -2.878 3.0560 -0.2317 3.7941 -0.0269
P -2.564 -5.769 0.621 -3.6963 -4.5444 0.6893 0.8162
O -2.702 -7.217 1.230 1.5314 5.2163 -2.2175 -0.3187
O -3.147 -5.859 -1.013 1.8544 0.4493 2.8452 -0.1768
O -3.692 -4.752 1.540 3.3272 -0.6100 -1.2555 -0.1830
N -0.756 -3.573 1.082 -0.0540 0.5378 0.9448 -0.0175
C -1.611 -2.659 0.249 -3.5690 4.0737 -1.8420 -0.1449
O -1.982 -3.076 -1.097 0.6709 -0.3375 1.7509 -0.2006
C -3.299 -2.597 -1.526 -1.3074 0.5750 -1.6437 -0.2210
C -3.538 -0.978 -1.374 -1.2805 -0.7633 0.7234 -0.0883
C 0.607 -2.965 1.506 2.3160 1.1725 2.6266 -0.2009
C 0.276 -1.597 2.413 -0.6416 0.6234 0.2718 -0.0752
C 0.550 -0.163 1.716 2.2107 0.5596 0.4625 -0.1793
N -0.158 0.891 2.539 0.8922 0.4559 0.1914 -0.1488
C -0.871 1.923 1.704 -0.7571 0.6455 -1.5535 -0.2135
C 0.083 3.073 1.031 0.1398 0.8074 0.5825 -0.0959
C 0.703 1.479 3.628 4.4228 2.6283 1.2933 -0.2748
C 0.129 1.373 5.196 0.9692 -0.4081 -0.6344 -0.0258
O 1.901 2.052 3.492 -6.9577 -3.7606 0.0447 -0.0236
C 1.644 -2.753 0.282 -0.0692 -1.8454 -1.1826 -0.1449
O 2.825 -1.915 0.501 -1.1072 -1.0929 -1.8102 -0.1853
C 3.602 -2.070 -0.773 0.7783 0.1596 -1.3884 -0.1302
C 4.941 -1.130 -0.839 -0.4875 -1.1624 -0.6369 -0.1667
O 6.109 -2.063 -0.758 -0.6575 3.0572 -0.1962 -0.2166
C 7.304 -1.194 -0.794 0.5313 -0.1786 0.8027 -0.1542
C 7.930 -1.196 0.756 -0.8735 -0.1322 -1.6873 -0.1468
O 7.859 -2.608 1.208 -0.9634 2.0486 1.1064 -0.2217
C 6.962 -2.733 2.377 0.5725 -0.4566 0.8377 -0.2586
C 6.855 -4.322 2.763 0.0851 0.9193 -0.4560 -0.1018
H 3.532 -4.396 5.179 1.4858 -0.1053 -2.8905 0.0971
H 3.921 -5.661 3.586 -2.4371 1.4639 1.3387 0.0960
H 3.342 -2.650 2.952 -2.3001 -1.2393 1.3917 0.1205
H 0.520 -3.756 3.666 1.3717 -0.2910 -1.8472 0.1691
H -0.999 -5.446 3.104 1.4188 -0.3480 -1.5940 0.1607
H -0.290 -6.936 2.134 -0.2345 2.8061 0.0833 0.1767
H -0.247 -6.838 -0.457 0.6010 2.4233 0.3791 0.1688
H 1.304 -5.878 -0.075 -2.7524 0.8847 -0.3294 0.1734
H -2.634 -6.553 -1.528 -0.7826 1.0355 1.0403 0.1031
H -3.247 -4.450 2.395 -0.9222 -0.8438 -1.4627 0.0860
H -1.253 -3.564 2.037 0.8352 0.1538 -1.5950 0.1614
H -2.647 -2.461 0.814 2.3592 -0.7098 -0.8237 0.1644
H -1.174 -1.564 0.085 -0.1754 -2.6258 1.0056 0.1575
H -4.148 -3.223 -1.008 1.6655 1.3306 -0.7581 0.1313
H -3.380 -2.827 -2.694 0.5747 0.2074 2.7285 0.1572
H -4.416 -0.702 -2.135 2.1435 -0.4366 1.5837 0.1087
H -4.022 -0.818 -0.295 1.3029 0.0616 -2.2416 0.0846
H -2.576 -0.322 -1.537 -2.0011 -1.3915 0.2192 0.0946
H -0.863 -1.573 2.776 2.2008 -0.2602 -0.8846 0.1417
H 0.889 -1.588 3.439 -1.1433 -0.3323 -2.4457 0.1411
H 0.310 -0.063 0.578 0.1729 -0.3135 2.1544 0.1284
H 1.719 0.059 1.819 -2.4186 -0.6720 -0.5474 0.1432
H -1.393 1.331 0.811 1.0284 1.1073 2.0359 0.1170
H -1.749 2.446 2.291 1.8919 -1.1803 -0.9351 0.1317
H -0.074 4.059 1.684 0.4024 -2.0120 -1.7118 0.0994
H -0.178 3.272 -0.097 0.3168 -0.3001 2.3195 0.0828
H 1.228 2.834 1.097 -2.2532 0.1873 -0.0384 0.0664
H -0.898 1.916 5.326 1.9453 -1.1893 -0.3266 0.0892
H 0.958 1.818 5.928 -1.9500 -0.8280 -1.8595 0.1029
H 0.051 0.213 5.438 -0.1547 2.4462 -0.5374 0.0833
H 1.035 -2.414 -0.681 1.2286 -0.4823 1.8870 0.1498
H 2.107 -3.825 0.026 -1.3253 2.1037 0.4796 0.1362
H 3.949 -3.191 -0.954 -0.7057 2.2319 0.7139 0.1545
H 2.928 -1.805 -1.724 1.1267 -0.4270 2.2550 0.1441
H 4.975 -0.652 -1.929 -0.1603 -0.7601 2.4033 0.1416
H 4.963 -0.303 -0.007 -0.0606 -1.5484 -1.5192 0.1398
H 8.086 -1.649 -1.549 -1.6463 0.9043 1.5223 0.1422
H 6.961 -0.112 -1.118 1.1004 -2.0671 0.5937 0.1268
H 9.032 -0.810 0.664 -2.0583 -0.7728 0.6270 0.1356
H 7.227 -0.512 1.402 1.6082 -1.2099 -1.0447 0.1196
H 5.897 -2.272 2.162 2.0557 -0.8748 0.2985 0.1160
H 7.481 -2.160 3.285 -1.2786 -1.0740 -1.8068 0.1371
H 7.946 -4.740 2.893 -2.2730 0.7323 -0.3398 0.0934
H 6.274 -4.417 3.780 1.0768 0.0987 -2.0650 0.0656
H 6.285 -4.858 1.877 1.2430 0.8998 1.9740 0.0910
C -1.837 3.901 -3.548 0.1551 0.0016 0.0741 -0.0729
C -3.040 3.991 -2.622 0.1100 0.1701 -0.0524 -0.2771
O -2.865 4.918 -1.553 0.0369 -0.1832 0.1703 -0.1735
C -2.633 6.275 -1.922 -0.1334 0.0376 -0.0389 -0.2742
C -3.763 6.881 -2.738 -0.0952 -0.0119 -0.0093 -0.0739
H -0.939 3.622 -2.983 -0.1033 0.0207 -0.1331 0.0643
H -2.011 3.151 -4.327 0.0120 0.0815 0.1100 0.0800
H -1.630 4.853 -4.041 -0.0529 -0.0597 -0.0547 0.0634
H -3.203 3.010 -2.163 -0.0207 0.1956 0.1801 0.1071
H -3.951 4.224 -3.180 0.0055 0.0309 -0.0568 0.1058
H -1.675 6.365 -2.445 -0.0164 -0.0022 -0.0861 0.1023
H -2.529 6.841 -0.989 -0.0220 -0.3229 -0.0476 0.1193
H -3.908 6.359 -3.687 0.0686 0.1160 -0.0113 0.0628
H -3.551 7.931 -2.961 -0.0401 -0.1396 -0.0159 0.0762
H -4.707 6.824 -2.186 0.1457 0.0304 -0.0414 0.0850
C 4.758 3.500 3.244 -0.0477 0.1614 -0.0547 -0.0830
C 5.336 2.285 2.537 -0.0848 0.1677 0.0559 -0.2809
O 5.656 2.523 1.169 -0.0676 -0.1881 -0.2156 -0.1895
C 6.620 3.542 0.911 0.0621 -0.0230 0.0225 -0.2755
C 7.971 3.271 1.551 0.0584 -0.0970 0.0868 -0.0746
H 3.856 3.851 2.728 0.1281 -0.1498 0.1452 0.0754
H 4.498 3.252 4.279 -0.0133 0.0040 -0.2018 0.0800
H 5.465 4.332 3.269 0.0495 -0.0677 0.0732 0.0679
H 4.589 1.484 2.550 0.0590 0.0777 -0.2270 0.1034
H 6.211 1.898 3.068 0.0805 0.0628 0.0506 0.1040
H 6.227 4.518 1.214 0.0441 -0.0148 0.0749 0.1076
H 6.747 3.586 -0.177 -0.2037 -0.1600 0.1596 0.1174
H 7.906 3.224 2.640 0.0229 0.1010 -0.0594 0.0687
H 8.681 4.063 1.290 -0.0955 -0.1038 0.0108 0.0822
H 8.373 2.313 1.205 -0.0347 0.1288 -0.0041 0.0727
C -3.821 -7.779 4.633 -0.0162 -0.0266 0.0940 -0.0746
C -2.816 -8.685 3.941 -0.0854 -0.0133 -0.1430 -0.2808
O -1.510 -8.621 4.508 0.2249 0.1990 -0.0640 -0.1797
C -1.395 -8.991 5.880 0.0452 -0.1103 0.0011 -0.2796
C -1.835 -10.418 6.160 -0.0517 -0.1221 -0.0838 -0.0783
H -3.478 -6.738 4.610 -0.0513 -0.0837 -0.0355 0.0667
H -4.796 -7.841 4.137 0.1744 0.0283 0.0307 0.0840
H -3.963 -8.052 5.681 -0.0739 0.0066 -0.0447 0.0669
H -2.720 -8.370 2.897 0.1703 -0.1666 0.4485 0.0684
H -3.168 -9.721 3.919 -0.0693 -0.0074 0.1399 0.1117
H -1.938 -8.279 6.510 -0.0820 -0.0483 0.0196 0.1038
H -0.336 -8.890 6.145 -0.1512 0.0723 -0.2541 0.1179
H -2.889 -10.576 5.920 0.0424 0.0327 0.1093 0.0669
H -1.691 -10.661 7.217 0.0029 0.0455 -0.1338 0.0810
H -1.253 -11.123 5.556 -0.0442 0.1153 0.1128 0.0847
C -9.610 1.505 -1.971 0.0238 0.1367 0.0951 -0.0785
C -8.604 0.599 -2.663 -0.1128 0.1186 0.0359 -0.2747
O -7.298 0.663 -2.096 0.2725 -0.0555 0.0542 -0.1720
C -7.183 0.293 -0.724 -0.1061 0.0217 -0.1571 -0.2834
C -7.623 -1.134 -0.444 -0.0493 -0.1087 -0.0484 -0.0800
H -9.267 2.546 -1.995 -0.0756 -0.1913 -0.0505 0.0855
H -10.584 1.443 -2.467 0.1713 0.0112 0.0480 0.0817
H -9.752 1.232 -0.924 -0.0793 -0.0442 -0.0511 0.0647
H -8.509 0.914 -3.707 0.2419 -0.0511 0.1835 0.1203
H -8.956 -0.437 -2.686 -0.0517 -0.0234 0.0652 0.1051
H -7.727 1.005 -0.095 -0.0522 -0.0703 0.0176 0.1088
H -6.124 0.394 -0.459 -0.1427 0.1234 -0.2518 0.0937
H -8.677 -1.292 -0.684 0.0653 0.0188 0.1055 0.0694
H -7.479 -1.377 0.613 -0.0138 0.0332 -0.0967 0.0775
H -7.041 -1.839 -1.048 -0.0379 0.0686 0.0640 0.0730
C 3.876 4.544 -3.550 0.0319 -0.0555 -0.1506 -0.0770
C 2.650 4.436 -2.658 0.0937 0.0061 -0.0942 -0.2714
O 1.818 3.322 -2.970 -0.1629 -0.1285 0.0010 -0.1765
C 2.417 2.033 -2.862 -0.0510 0.1272 0.0645 -0.2617
C 2.925 1.717 -1.465 0.0114 0.0833 0.1044 -0.0568
H 3.579 4.611 -4.604 0.0391 0.0387 0.2004 0.0856
H 4.460 5.434 -3.291 -0.1190 -0.1150 -0.0384 0.0807
H 4.531 3.676 -3.451 0.0398 0.0628 0.0650 0.0633
H 2.038 5.333 -2.794 -0.1259 -0.2721 -0.0138 0.1199
H 2.932 4.413 -1.601 0.0846 -0.0397 0.0340 0.1048
H 3.212 1.923 -3.606 0.0674 0.0006 0.0525 0.1086
H 1.642 1.303 -3.128 -0.0356 0.3027 -0.0587 0.1177
H 3.707 2.411 -1.148 0.0360 -0.1374 0.0221 0.0722
H 3.339 0.705 -1.430 -0.1219 0.1927 -0.0258 0.0390
H 2.110 1.788 -0.736 0.0776 -0.0319 -0.1000 0.0586
C -1.821 8.165 -6.634 0.1241 0.0195 0.0858 -0.0796
C -3.327 8.360 -6.685 0.0742 0.0810 0.1122 -0.2775
O -3.819 9.248 -5.683 -0.0535 -0.0846 0.0923 -0.1747
C -3.314 10.581 -5.714 -0.0719 -0.0083 -0.0631 -0.2783
C -3.611 11.310 -7.013 -0.0831 -0.0182 -0.1358 -0.0814
H -1.517 7.788 -5.650 -0.0698 0.0158 -0.1584 0.0740
H -1.502 7.449 -7.399 -0.0661 0.0795 0.1172 0.0790
H -1.282 9.099 -6.806 -0.0124 -0.0531 -0.0795 0.0660
H -3.812 7.394 -6.513 -0.0913 0.2277 0.1468 0.1143
H -3.648 8.694 -7.676 0.0713 0.0371 -0.0429 0.1053
H -2.241 10.582 -5.496 0.0365 0.0130 -0.0836 0.1045
H -3.796 11.118 -4.889 -0.0084 -0.3173 -0.0834 0.1197
H -3.147 10.821 -7.872 0.0564 0.0854 0.0552 0.0652
H -3.236 12.337 -6.967 -0.0511 -0.1227 0.0154 0.0792
H -4.691 11.340 -7.197 0.1488 0.0228 0.0670 0.0840
```
Forces are in eV/Å.

## Properties
**Calculated total energy**: -3645.4730 hartree
**HOMO-LUMO gap**: 7.0 eV
**E_LUMO**: -0.129 Eh
**Net charge**: +1
**HOMO energy**: -10.6 eV

Formula: C5H8O2
Source: the Open Molecules 2025 dataset
Level of theory: ωB97M-V/def2-TZVPD

XYZ file:
```
15
Properties=species:S:1:pos:R:3:forces:R:3:nbo_charge:R:1
C 1.539 -0.360 -0.023 0.2294 0.1730 -0.2088 -0.0952
C 1.015 0.978 -0.545 0.2960 0.1216 0.1599 -0.1023
O -0.214 0.890 -1.233 0.0165 -0.0997 0.1035 -0.4975
C -1.122 0.044 -0.603 -0.1547 -0.1938 -0.0304 0.0673
C -1.528 0.105 0.845 -0.2438 0.1247 0.1118 -0.4798
C -0.658 -1.020 0.360 -0.1962 -0.1661 -0.0696 0.0399
O 0.640 -0.958 0.885 -0.0545 0.0805 -0.1195 -0.5114
H 1.762 -1.085 -0.819 0.0190 0.3312 -0.1341 0.1710
H 2.450 -0.152 0.544 0.0169 -0.1247 -0.1310 0.1951
H 0.896 1.664 0.308 0.1449 -0.0851 -0.0576 0.1667
H 1.724 1.420 -1.251 -0.0222 -0.0823 0.1495 0.1990
H -1.927 -0.180 -1.301 0.2652 -0.2459 0.1745 0.2047
H -1.005 0.790 1.508 -0.1298 -0.1405 -0.0759 0.2304
H -2.560 -0.094 1.095 -0.0660 0.1499 -0.0605 0.2205
H -1.010 -2.041 0.231 -0.1208 0.1573 0.1884 0.1917
```
Forces are in eV/Å.

## Properties
**Calculated total energy**: -345.7229 hartree
**HOMO-LUMO gap**: 10.1 eV
**Relative energy (zero: lowest compared OMol25 entry of this formula, charge and spin)**: 215.5 kJ/mol
**E_LUMO**: 0.039 Eh
**SMILES**: C1CO[C@@H]2C[C@@H]2O1
**Net charge**: 0
**HOMO energy**: -9.1 eV

Formula: C9H12IN3NiO5
Source: the Open Molecules 2025 dataset
Level of theory: ωB97M-V/def2-TZVPD

XYZ file:
```
31
Properties=species:S:1:pos:R:3:forces:R:3:nbo_charge:R:1
Ni -0.014 0.109 0.372 0.6174 -2.9214 -0.1403 1.3026
O 1.705 1.522 0.947 -0.0453 0.3241 -0.1848 -0.7480
C 2.845 0.702 1.158 0.2879 -0.3454 -0.1089 -0.0785
C 3.011 -0.337 0.040 0.0009 0.5048 0.2992 -0.2561
N 1.830 -1.202 -0.058 -0.9424 0.6199 0.0501 -0.4420
C 1.572 -1.625 -1.432 -0.3498 0.7316 -0.8423 -0.3457
C 1.041 -0.366 -2.222 1.4507 -1.6563 0.3880 0.7732
O 1.485 -0.117 -3.319 -0.1336 0.2038 -0.3998 -0.6311
O 0.177 0.273 -1.553 -1.5367 1.9467 0.8079 -0.8416
C 1.851 -2.306 0.895 -0.7630 0.0193 1.0975 -0.3579
C 0.766 -2.106 2.020 1.9917 -0.7755 -0.2308 0.7853
O 0.904 -2.699 3.067 -0.1817 -0.1717 0.1239 -0.6306
O -0.179 -1.319 1.712 -1.5858 2.1650 -0.2497 -0.8461
H 1.850 2.065 0.159 -0.0462 -0.0764 0.1069 0.4894
H 2.673 0.210 2.119 0.1070 0.0458 -0.0570 0.1966
H 3.747 1.322 1.224 -0.0706 -0.1722 0.0622 0.1865
H 3.915 -0.931 0.232 -0.1040 0.0600 -0.1134 0.2063
H 3.140 0.192 -0.910 -0.0141 -0.1003 0.0405 0.2219
H 0.758 -2.355 -1.444 0.1709 -0.0118 0.1203 0.2223
H 2.461 -2.042 -1.920 -0.0901 0.0434 0.1032 0.2049
H 2.820 -2.411 1.389 -0.0879 0.0220 -0.1309 0.2175
H 1.613 -3.250 0.401 0.0783 0.0681 -0.0195 0.2300
I -4.307 4.276 1.983 0.2606 -0.4533 -0.0090 0.1979
C -3.145 2.549 1.864 -0.3211 0.4248 0.0865 -0.2909
C -2.983 1.572 2.827 -0.0121 0.2236 -0.3696 -0.0394
N -2.130 0.675 2.315 0.0360 -0.1984 0.2684 -0.3037
N -1.734 1.019 1.089 1.2260 -0.5074 -0.7870 -0.3330
C -2.341 2.156 0.790 -0.1551 0.0208 0.1975 -0.0364
H -3.416 1.483 3.802 -0.0357 -0.1348 0.1798 0.2419
H -1.771 -0.189 2.712 0.1321 0.0389 -0.1217 0.4641
H -2.198 2.633 -0.159 0.1158 0.0621 -0.1675 0.2408
```
Forces are in eV/Å.

## Properties
**Calculated total energy**: -2696.6206 hartree
**HOMO-LUMO gap (alpha / beta)**: 8.1 / 8.1 eV
**Relative energy (zero: lowest compared OMol25 entry of this formula, charge and spin)**: 12.7 kJ/mol
**E_LUMO (alpha / beta)**: -0.044 / -0.044 Eh
**Net charge**: 0
**HOMO energy (alpha / beta)**: -9.3 / -9.3 eV